[1]
A 2-piece molecular cluster, C8H7IO2S overall. Source: OMol25; level of theory: the ωB97M-V functional and the def2-TZVPD basis.

Structure (XYZ):
```
19
Properties=species:S:1:pos:R:3:forces:R:3
C -2.077348 2.114810 0.301583 1.478 3.045 -1.609
C -2.130621 1.082081 1.162332 1.059 -3.454 0.002
C -1.366283 2.049869 -0.950869 -0.512 -2.881 1.769
C -1.377554 -0.103648 0.906164 -0.116 1.387 -1.826
C -0.671102 0.839395 -1.211633 -1.293 2.423 -0.079
C -0.675448 -0.176077 -0.333859 -0.199 -2.344 3.051
C 4.460460 -1.320764 0.811263 -0.331 0.128 0.083
C 3.709041 -0.430759 0.555083 0.062 0.453 -0.123
O -0.581518 -2.644022 -1.300429 -0.557 -1.349 -1.213
O 0.777127 -2.160113 0.712381 -0.143 0.249 -0.024
S 0.479130 -1.612078 -0.609942 0.296 0.217 0.082
I 2.666528 1.199784 0.175538 -0.144 0.289 -0.043
H -2.285759 3.096011 0.789371 -0.860 -0.572 -1.196
H -2.832989 1.080074 1.965920 0.149 0.334 0.882
H -1.535062 2.626076 -1.820248 0.168 1.530 -0.165
H -1.280374 -0.882575 1.629256 -0.123 -0.520 0.232
H -0.087669 0.787524 -2.080146 0.593 -0.241 -1.363
H 5.039389 -2.117517 1.146717 0.602 -0.781 0.145
H -0.229947 -3.428078 -1.848490 -0.128 2.086 1.396
```
Positions in Å, forces in eV/Å.

Values from the calculation:
2S+1	1
calculated total energy	-1155.25174	Ha
orbital gap	9.35	eV
relative energy (zero: lowest compared OMol25 entry of this formula, charge and spin)	4.6	kcal per mole

natural (NBO) atomic charge list, values in e, 2 entries:
1. C -0.198
2. C -0.218


[2]
An isolated ion of composition C8H7N2S and charge -1. Source: OMol25; level of theory: the ωB97M-V functional and the def2-TZVPD basis.

Structure (XYZ):
```
18
Properties=species:S:1:pos:R:3:forces:R:3
C 2.859579 1.231587 -0.263527 3.025 0.319 -0.464
C -0.940844 -0.135225 0.174394 -2.936 -1.335 -0.136
C 1.582438 0.781121 -0.122475 -0.333 -2.799 0.109
C 0.028342 -1.121997 0.084657 1.874 -1.772 -0.361
C 1.378812 -0.741773 -0.087649 -1.861 1.436 0.300
C -0.687531 1.219855 0.119984 3.233 -0.447 0.102
C -0.305268 -2.640638 0.027532 -2.156 0.323 2.185
C -1.713839 2.236732 0.167102 -0.568 1.611 0.313
N 4.011519 1.423855 -0.418143 -1.226 0.248 0.224
N 0.565848 1.634784 -0.028093 -1.437 2.168 0.314
S 2.592831 -1.829253 -0.320382 1.253 -0.486 -0.100
H -1.970125 -0.484297 0.014786 0.126 0.245 0.459
H -0.333284 -3.210447 1.091070 -0.095 1.650 -2.022
H -1.351441 -2.772434 -0.432863 1.535 0.046 0.577
H 0.453886 -3.188884 -0.477068 0.360 -0.222 -0.772
H -2.433304 2.208072 0.942130 -0.518 -0.758 1.424
H -1.404176 3.277655 0.191625 0.758 -0.140 -0.294
H -2.333448 2.111281 -0.663088 -1.033 -0.088 -1.859
```
Positions in Å, forces in eV/Å.

Values from the calculation:
2S+1	3
charge	-1
calculated total energy	-816.69739	Ha
orbital gap (alpha / beta)	4.67 / 6.29	eV

natural (NBO) atomic charge list, values in e, 2 entries:
1. C 0.235
2. C -0.449


[3]
An isolated ion of composition C8H7N2S and charge +1. Source: OMol25; level of theory: the ωB97M-V functional and the def2-TZVPD basis.

Structure (XYZ):
```
18
Properties=species:S:1:pos:R:3:forces:R:3
C -1.101032 -2.089710 0.539730 1.070 3.948 0.593
C -1.448695 -1.232115 1.650669 0.342 0.136 -1.595
C -0.419451 -1.508453 -0.561826 -2.215 1.476 3.091
C -1.165496 0.130042 1.582288 -1.165 -1.840 0.026
C -0.318285 -0.128050 -0.614267 3.577 -0.200 -2.333
C -0.572230 0.740860 0.469864 -1.538 -2.894 -0.114
C 1.894284 2.575824 -0.635075 -0.890 0.354 0.336
C -0.224575 2.031890 0.527031 2.815 2.683 -1.034
N 0.642580 2.871693 -0.133240 -3.413 -0.254 1.671
N 1.986353 1.521157 -1.234148 3.106 -2.970 -3.217
S 0.076283 3.366791 1.521969 -0.024 0.084 0.075
H -1.196470 -3.106427 0.463717 -0.688 -2.439 0.579
H -2.002547 -1.489771 2.540794 0.088 -0.796 -0.154
H -0.000485 -2.161199 -1.241863 0.648 -0.843 -1.785
H -1.618809 0.649412 2.375043 0.062 1.217 0.973
H 0.409384 0.224050 -1.421302 -1.777 -0.066 1.015
H 2.517860 3.383582 -0.580226 2.002 1.965 0.190
H 2.899179 1.390932 -1.823050 -1.998 0.439 1.683
```
Positions in Å, forces in eV/Å.

Values from the calculation:
2S+1	1
charge	+1
calculated total energy	-816.34995	Ha
orbital gap	7.87	eV
relative energy (zero: lowest compared OMol25 entry of this formula, charge and spin)	44.6	kcal per mole

natural (NBO) atomic charge list, values in e, 2 entries:
1. C -0.021
2. C -0.226


[4]
One molecule with the formula C8H7N3O. Source: OMol25; level of theory: the ωB97M-V functional and the def2-TZVPD basis.

Structure (XYZ):
```
19
Properties=species:S:1:pos:R:3:forces:R:3
C 2.295701 0.639188 -0.160268 1.899 -1.214 -0.826
C 1.913368 -1.827375 -0.001493 0.251 1.395 -0.450
C -0.720327 -0.839006 -0.742965 0.826 4.359 1.362
C -1.233747 -0.071992 0.228067 0.408 -1.109 -2.415
C -0.417308 1.541250 0.230632 0.006 -0.359 1.609
C 0.523636 -0.419156 -1.509314 0.168 1.266 -0.070
C 1.653082 -0.599360 -0.576930 0.582 2.158 0.613
C -2.374967 -0.168513 1.137457 0.004 1.698 0.335
N 3.004473 1.560412 -0.056706 -0.816 -0.929 -0.057
N 2.164267 -2.872240 0.371831 0.357 -2.146 0.863
N 0.453087 1.411964 1.092598 1.268 -0.112 1.617
O -1.043087 2.230798 -0.505740 -1.361 0.856 -1.739
H -0.827431 -1.823313 -0.863554 -1.348 -3.878 0.026
H 0.709601 -0.957138 -2.435559 -0.365 -0.133 -0.072
H 0.559531 0.661407 -1.688912 -0.508 -0.351 -0.629
H -2.231002 0.545533 1.950867 -0.238 0.425 -0.183
H -2.389558 -1.057972 1.700941 -0.020 -1.666 0.146
H -3.324380 0.017822 0.630645 0.115 -0.056 0.130
H 1.285070 2.027693 1.198396 -1.228 -0.205 -0.260
```
Positions in Å, forces in eV/Å.

Values from the calculation:
2S+1	1
calculated total energy	-548.32677	Ha
orbital gap (alpha / beta)	7.71 / 6.77	eV
relative energy (zero: lowest compared OMol25 entry of this formula, charge and spin)	170.2	kcal per mole

natural (NBO) atomic charge list, values in e, 2 entries:
1. C 0.260
2. C 0.210


[5]
One molecule with the formula C8H7N3O. Source: OMol25; level of theory: the ωB97M-V functional and the def2-TZVPD basis.

Structure (XYZ):
```
19
Properties=species:S:1:pos:R:3:forces:R:3
N -2.447274 -1.668606 -0.052241 0.655 -2.097 0.290
C -2.479109 -0.337974 -0.026917 -1.370 -0.209 0.731
O -3.487247 0.322809 0.050459 -0.516 0.234 -0.202
N -1.252812 0.287486 -0.037849 1.749 1.922 0.053
C -1.203492 1.687703 -0.049068 0.376 0.403 -0.265
C 0.094178 2.145000 -0.042478 -1.946 1.214 -0.229
C 0.916569 1.004915 0.035237 0.485 -1.184 -0.005
C 2.302206 0.761449 0.038681 -0.205 2.087 0.097
C 2.767630 -0.504079 0.025650 -0.744 -1.032 0.045
C 1.830489 -1.545717 -0.043342 0.426 0.161 0.039
N 0.530781 -1.394629 -0.123992 -1.489 0.938 1.030
C 0.064198 -0.122330 0.031537 1.562 -1.582 -1.123
H -3.225267 -2.231439 0.272165 -0.155 0.765 -0.292
H -1.559071 -2.132758 0.098710 0.183 0.216 -0.300
H -2.155497 2.203677 -0.093898 0.348 -0.005 0.018
H 0.324612 3.213894 -0.200864 0.129 -0.927 0.428
H 2.980747 1.622103 0.068753 -0.199 -0.353 -0.077
H 3.798194 -0.762235 0.053213 0.680 0.034 0.038
H 2.200162 -2.549278 -0.003755 0.031 -0.583 -0.275
```
Positions in Å, forces in eV/Å.

Values from the calculation:
2S+1	1
calculated total energy	-548.59793	Ha
orbital gap	9.35	eV
relative energy (zero: lowest compared OMol25 entry of this formula, charge and spin)	0.0	kcal per mole
structure (SMILES)	NC(=O)n1ccc2cccnc21

natural (NBO) atomic charge list, values in e, 2 entries:
1. N -0.815
2. C 0.796


[6]
C8H7N3O5S2Sr as an isolated structure. Source: OMol25; level of theory: the ωB97M-V functional and the def2-TZVPD basis.

Structure (XYZ):
```
26
Properties=species:S:1:pos:R:3:forces:R:3
Sr -0.981980 0.001077 0.126687 0.734 0.001 -0.244
N 2.865245 -0.001004 -3.417774 0.168 0.031 0.007
C 2.070181 0.006921 -2.293476 -0.212 -0.069 -0.086
S 0.367136 0.003906 -2.622355 -0.045 0.016 0.083
N 2.728845 0.004624 -1.174248 -0.118 0.011 0.079
N 1.950545 0.002612 -0.016788 0.011 0.014 0.197
C 2.700214 0.002086 1.022852 0.069 0.000 0.181
C 2.376994 0.000884 2.451855 0.039 -0.003 -0.043
C 3.491673 0.000744 3.298847 -0.097 -0.001 0.081
C 3.390303 -0.000435 4.679874 0.129 0.001 -0.101
C 2.113665 -0.001455 5.240226 -0.173 0.000 0.096
C 0.989160 -0.001351 4.446118 0.045 0.000 0.008
C 1.060077 -0.000178 3.023212 0.080 0.000 -0.163
O -0.001369 -0.000150 2.315480 -0.008 0.000 -0.046
H 2.428398 -0.008910 -4.316600 -0.034 0.001 -0.007
H 3.863380 -0.007588 -3.310717 -0.026 -0.004 0.016
H 3.780150 0.002764 0.841627 -0.009 0.001 -0.106
H 4.473843 0.001554 2.835285 0.019 0.000 0.015
H 4.277395 -0.000546 5.301599 -0.004 0.000 0.003
H 1.993689 -0.002383 6.320120 0.032 0.000 -0.004
H -0.003169 -0.002182 4.881105 -0.006 0.000 -0.007
O -4.741475 -0.001588 1.081681 -0.049 0.000 -0.034
S -3.959452 -0.000208 -0.152956 0.203 0.001 0.130
O -4.782766 0.000342 -1.355517 0.022 0.000 -0.030
O -2.999893 -1.182414 -0.156818 -0.384 -0.299 -0.014
O -3.001088 1.182977 -0.154920 -0.385 0.298 -0.013
```
Positions in Å, forces in eV/Å.

Values from the calculation:
2S+1	1
charge	-2
calculated total energy	-1676.83409	Ha
orbital gap	6.80	eV

natural (NBO) atomic charge list, values in e, 2 entries:
1. Sr 1.849
2. N -0.843


[7]
One molecule with the formula C8H7NO. Source: OMol25; level of theory: the ωB97M-V functional and the def2-TZVPD basis.

Structure (XYZ):
```
17
Properties=species:S:1:pos:R:3:forces:R:3
C 2.459308 -0.505437 -0.439187 0.052 -0.117 0.239
C 1.641704 0.078484 -1.398505 -0.411 0.062 0.153
C 1.658328 -0.823654 0.641152 0.342 -0.083 -0.026
C 0.340799 0.163689 -0.882796 0.305 -0.128 0.307
C -0.674572 0.786419 -1.648653 0.868 0.747 -2.154
C -1.778573 -0.437428 0.131224 -0.932 -0.552 0.351
C -0.763761 -0.670489 1.201801 -0.098 -0.071 0.579
C -2.226463 0.991204 0.060333 0.398 -0.155 0.301
N 0.410362 -0.401221 0.401256 0.071 0.127 0.221
O -1.799099 1.308935 -1.267822 -0.745 0.243 0.425
H 3.514225 -0.682276 -0.498699 0.201 -0.056 -0.028
H 1.937455 0.449842 -2.358758 -0.105 0.056 -0.214
H 1.916424 -1.329039 1.553767 -0.039 -0.077 0.147
H -0.799405 0.006596 2.070274 -0.028 -0.030 -0.123
H -0.760249 -1.709559 1.547327 0.034 0.136 -0.119
H -3.316644 1.074656 0.124659 0.088 -0.112 0.055
H -1.759839 1.699278 0.762628 0.001 0.011 -0.114
```
Positions in Å, forces in eV/Å.

Values from the calculation:
2S+1	1
calculated total energy	-438.76322	Ha
orbital gap (alpha / beta)	6.65 / 6.65	eV
relative energy (zero: lowest compared OMol25 entry of this formula, charge and spin)	157.4	kcal per mole

natural (NBO) atomic charge list, values in e, 2 entries:
1. C -0.317
2. C -0.134


[8]
A 2-piece molecular cluster, C8H7NO overall. Source: OMol25; level of theory: the ωB97M-V functional and the def2-TZVPD basis.

Structure (XYZ):
```
17
Properties=species:S:1:pos:R:3:forces:R:3
C -2.180151 -0.027262 -0.840275 -1.543 0.351 -0.949
C 0.680811 -2.084611 1.818830 0.617 0.688 -1.347
C 0.480746 -0.676807 1.664209 -0.263 -0.241 -0.886
C 0.380918 -2.661640 0.638453 -0.095 -1.247 0.026
C 0.019737 -0.588064 0.376245 -2.845 3.307 -1.421
C -0.311986 1.726246 -1.522665 3.438 -0.562 0.264
C -0.866760 2.218084 -0.256666 2.085 -1.348 1.697
C -1.153563 0.833060 -0.723213 6.132 -1.811 3.308
N -3.077253 -0.694099 -1.045380 -1.571 -1.383 -0.126
O -0.177648 -1.778771 -0.228320 1.186 0.407 0.659
H 1.339883 -2.484672 2.517360 0.507 -0.915 1.319
H 0.799304 0.045283 2.406550 -0.461 0.193 -0.450
H 0.672574 -3.629246 0.241418 -0.555 0.149 0.117
H -0.482661 2.095654 -2.460893 -1.735 0.896 -2.157
H 0.823361 1.646037 -1.553509 -1.516 -0.673 0.589
H -0.058650 2.258293 0.562118 -1.985 0.399 -1.052
H -1.719081 2.793790 -0.304407 -1.395 1.790 0.407
```
Positions in Å, forces in eV/Å.

Values from the calculation:
2S+1	1
calculated total energy	-438.83062	Ha
orbital gap	8.87	eV
relative energy (zero: lowest compared OMol25 entry of this formula, charge and spin)	115.1	kcal per mole

natural (NBO) atomic charge list, values in e, 2 entries:
1. C 0.228
2. C -0.305


[9]
A 2-piece molecular cluster, C8H7NO overall. Source: OMol25; level of theory: the ωB97M-V functional and the def2-TZVPD basis.

Structure (XYZ):
```
17
Properties=species:S:1:pos:R:3:forces:R:3
C 4.329010 1.408895 -0.620258 -0.248 0.548 0.437
C 3.688287 0.463310 -0.225544 -1.542 -2.463 0.554
C 0.819189 0.527323 0.857556 -0.982 0.788 -1.469
C -0.503588 0.974713 0.560542 0.357 -4.268 -0.785
C 0.978315 -0.715371 0.320810 -3.002 0.720 0.134
C -1.154382 -0.123375 -0.095962 3.736 1.070 1.409
C 2.076494 -1.498375 0.214344 3.409 -0.298 -1.878
C -2.497725 -0.325533 -0.593697 2.156 1.776 -1.621
N 2.713108 -2.481346 -0.081887 -0.627 1.324 0.460
O -0.276586 -1.178359 -0.264031 1.129 2.126 1.258
H 4.627411 2.414221 -0.593355 0.643 0.632 -0.464
H 1.601121 1.219777 1.129310 0.230 -0.498 0.417
H -0.833716 1.882588 0.940474 -1.121 1.367 0.064
H -2.883601 0.651511 -0.469505 -1.519 0.590 -0.016
H -2.417555 -0.610413 -1.632075 -0.366 -0.077 -0.370
H -2.861081 -1.079020 -0.026304 -2.079 -2.205 1.644
H 2.314788 -3.370852 0.118126 -0.176 -1.131 0.228
```
Positions in Å, forces in eV/Å.

Values from the calculation:
2S+1	1
calculated total energy	-438.75896	Ha
orbital gap (alpha / beta)	7.39 / 7.39	eV
relative energy (zero: lowest compared OMol25 entry of this formula, charge and spin)	160.0	kcal per mole

natural (NBO) atomic charge list, values in e, 2 entries:
1. C -0.514
2. C -0.303